(1)
Molecular formula: C4H5N3O
Method: DFT, ωB97M-V with the def2-TZVPD basis set

Calculated values
- energy above the lowest of the compared OMol25 structures with the same formula, charge and spin (kJ/mol) = 766.6

Cartesian coordinates (Å):
C (1.19786, -0.33745, -0.17197)
C (-1.57618, 0.76919, 0.24493)
C (-1.02262, -0.57014, 0.52297)
C (-0.24514, -1.01632, -0.59601)
H (2.73178, -1.39814, 0.55672)
H (1.49938, 1.83909, -0.58263)
H (-2.62555, 1.27861, 0.21764)
H (-0.75106, -0.66405, 1.63108)
H (-0.53005, -0.17327, -1.60036)
N (2.36177, -0.41519, 0.33214)
N (0.72697, 1.05993, -0.27649)
N (-0.65139, 1.56443, -0.07853)
O (-1.11577, -1.93668, -0.19949)

***

(2)
Molecular formula: C4H5N3O
Method: DFT, ωB97M-V with the def2-TZVPD basis set

Calculated values
- energy above the lowest of the compared OMol25 structures with the same formula, charge and spin (kJ/mol) = 733.7

Cartesian coordinates (Å):
C (-0.56971, 1.20743, -0.29774)
C (0.84640, -0.66483, 0.52699)
C (0.28029, -0.68288, 1.80091)
C (-0.68682, -0.54943, 2.72973)
H (-0.48156, -1.05524, -1.92377)
H (1.48653, -1.10638, -1.93594)
H (-0.80110, 1.52814, 0.84885)
H (-0.45664, 1.53993, -2.00871)
H (-0.88776, -0.25095, 3.69562)
N (0.39496, -0.36553, -1.81212)
N (0.28291, 0.20455, -0.46893)
N (-1.05536, 1.80264, -1.26744)
O (1.64786, -1.60746, 0.11256)

***

(3)
Molecular formula: C4H5N3O
Method: DFT, ωB97M-V with the def2-TZVPD basis set

Calculated values
- energy above the lowest of the compared OMol25 structures with the same formula, charge and spin (kJ/mol) = 423.0

Cartesian coordinates (Å):
H (-1.71908, -1.90537, -0.26992)
N (-2.06509, -0.89672, 0.04401)
C (-0.98057, -0.13006, 0.14064)
C (-1.09090, 1.36062, -0.06821)
C (0.13722, 1.81749, -0.07074)
C (1.10969, 0.55839, -0.00177)
O (2.34307, 0.21515, 0.08925)
N (0.24262, -0.57146, 0.07800)
N (0.72184, -1.84113, -0.17390)
H (-1.87185, 2.03867, -0.00071)
H (0.46155, 2.84798, -0.04562)
H (0.94952, -1.91408, 0.91671)
H (1.76199, -1.57947, -0.63775)

***

(4)
Molecular formula: C4H5N3O
Method: DFT, ωB97M-V with the def2-TZVPD basis set

Calculated values
- energy above the lowest of the compared OMol25 structures with the same formula, charge and spin (kJ/mol) = 949.0

Cartesian coordinates (Å):
C (-0.84228, -1.00835, 0.51163)
C (0.88607, 0.22595, -0.43498)
C (0.39550, 1.41038, 0.28518)
C (0.23002, 2.82059, -0.22005)
H (-1.02627, -3.42327, 0.17587)
H (-2.36977, -2.55609, 0.75610)
H (1.41884, -1.89334, 0.06904)
H (1.77216, 1.62789, -1.45704)
H (-0.20704, 3.75914, -0.01467)
N (-1.50265, -2.21661, 0.46536)
N (0.64274, -1.04240, 0.19627)
N (1.86520, 0.40011, -1.38513)
O (-1.33010, 0.22582, 0.58556)

***

(5)
Molecular formula: C4H5N3O
Method: DFT, ωB97M-V with the def2-TZVPD basis set

Calculated values
- 2S+1 = 3
- energy above the lowest of the compared OMol25 structures with the same formula, charge and spin (kJ/mol) = 205.5

Cartesian coordinates (Å):
C (0.96524, -0.15806, 0.87772)
C (1.17971, 0.01386, -0.53331)
C (-2.71427, 0.18252, -0.48850)
C (2.33334, -0.31205, 0.33661)
N (0.39777, -0.56019, 1.91206)
N (0.65918, 0.28590, -1.63863)
N (-3.13091, 1.24044, -0.11884)
O (-2.31072, -0.76466, -0.99408)
H (3.08071, 0.34796, 0.46413)
H (2.78821, -1.40960, 0.41789)
H (-0.62333, -0.57519, 1.79891)
H (1.28780, 0.25081, -2.49342)
H (-3.91272, 1.45825, 0.45945)

***

(6)
Molecular formula: C4H5N3O2
Method: DFT, ωB97M-V with the def2-TZVPD basis set

Calculated values
- energy above the lowest of the compared OMol25 structures with the same formula, charge and spin (kJ/mol) = 801.1

Cartesian coordinates (Å):
N (-0.62269, 2.29796, 0.09657)
C (-0.26868, 1.02861, -0.22642)
C (0.08174, 0.39714, -1.48890)
C (0.23662, -0.94918, -1.28916)
N (0.23739, -1.05345, 0.05084)
C (-0.12043, 0.08726, 0.67260)
O (-0.21793, -0.17710, 2.02054)
O (0.55797, -1.37751, 2.09828)
N (0.31694, -2.09649, 0.98694)
H (-0.09905, 2.84245, -0.59926)
H (-0.26009, 2.51430, 1.02204)
H (0.07178, 0.86753, -2.44307)
H (0.63716, -1.64939, -2.01499)
H (-0.55074, -2.73214, 1.11399)

***

(7)
Molecular formula: C4H5N3O2
Method: DFT, ωB97M-V with the def2-TZVPD basis set

Calculated values
- energy above the lowest of the compared OMol25 structures with the same formula, charge and spin (kJ/mol) = 375.6

Cartesian coordinates (Å):
N (2.52476, 0.99902, 0.04425)
C (1.59320, 0.03389, 0.16293)
O (1.86572, -1.16353, 0.25254)
C (0.12268, 0.41962, -0.05250)
C (-0.81797, -0.53998, 0.00253)
O (-0.57212, -1.86868, 0.07999)
C (-2.24623, -0.37225, -0.01200)
N (-2.96636, 0.69594, 0.79983)
N (-2.83852, 0.90488, -0.37343)
H (2.11424, 1.76008, -0.60052)
H (3.46631, 0.79387, -0.23194)
H (0.04993, 1.53554, -0.08423)
H (0.42639, -1.94120, 0.13057)
H (-2.72203, -1.25719, -0.11802)

***

(8)
Molecular formula: C4H5N3S
Method: DFT, ωB97M-V with the def2-TZVPD basis set

Calculated values
- energy above the lowest of the compared OMol25 structures with the same formula, charge and spin (kJ/mol) = 0.0

Cartesian coordinates (Å):
N (-0.01146, 1.83808, 1.66062)
C (0.84034, 0.83509, 1.44741)
C (0.70070, -0.10964, 0.46239)
N (1.63712, -1.14412, 0.29514)
C (1.18210, -1.82757, -0.70016)
N (-0.00806, -1.33281, -1.20737)
C (-0.35720, -0.21048, -0.49088)
S (-1.72851, 0.72380, -0.75051)
H (-0.81127, 1.91400, 1.07722)
H (0.15140, 2.50771, 2.40605)
H (1.71220, 0.74971, 2.09063)
H (1.63093, -2.70595, -1.11827)
H (-0.54599, -1.69884, -1.99888)

***

(9)
Molecular formula: C4H5N5O2S4Tc
Method: DFT, ωB97M-V with the def2-TZVPD basis set

Calculated values
- 2S+1 = 2
- energy above the lowest of the compared OMol25 structures with the same formula, charge and spin (kJ/mol) = 201.3
- net charge = +2

Cartesian coordinates (Å):
Tc (0.07892, 0.22852, 0.24558)
O (5.03735, -0.85474, 4.73436)
C (4.18516, -0.64352, 3.95800)
S (2.45001, -0.37774, 4.41996)
C (1.90024, -0.16762, 2.82260)
C (2.84462, -0.24296, 1.76536)
S (2.33293, -0.04610, 0.16027)
S (4.46558, -0.55039, 2.16295)
S (0.26535, 0.09218, 2.45624)
O (-2.06618, -0.13320, 0.15652)
H (-2.61924, -0.22961, -0.63271)
H (-2.64345, -0.24806, 0.92482)
N (-0.52112, 5.36314, 1.22765)
N (-0.21589, 4.24177, 0.51559)
N (0.38033, 4.31494, -0.65763)
C (0.60637, 3.04762, -0.93332)
N (0.14291, 2.26264, 0.05639)
N (-0.37697, 3.05701, 0.99361)
H (-0.63077, 6.14800, 0.59356)
H (-1.32390, 5.20376, 1.82619)
H (1.09946, 2.70618, -1.82878)

***

(10)
Molecular formula: C4H5N5O3
Method: DFT, ωB97M-V with the def2-TZVPD basis set

Calculated values
- energy above the lowest of the compared OMol25 structures with the same formula, charge and spin (kJ/mol) = 0.0

Cartesian coordinates (Å):
N (2.37647, -1.64876, 0.03207)
C (1.14649, -1.28013, 0.40714)
O (0.53544, -1.79526, 1.31339)
N (0.53620, -0.23044, -0.32917)
C (-0.68097, 0.30213, 0.12353)
C (-1.16694, 1.59726, 0.07412)
C (-2.42806, 1.51318, 0.67480)
N (-2.68867, 0.28271, 1.06743)
N (-1.64288, -0.44708, 0.71501)
N (1.10356, 0.48134, -1.54750)
O (0.37696, 1.25644, -2.06625)
O (2.21316, 0.15939, -1.85731)
H (2.88830, -1.19161, -0.70594)
H (2.81326, -2.36193, 0.59272)
H (-0.70624, 2.46676, -0.34348)
H (-3.13776, 2.30032, 0.82818)
H (-1.53832, -1.40432, 1.02129)

***

(11)
Molecular formula: C4H5N5OS
Method: DFT, ωB97M-V with the def2-TZVPD basis set

Calculated values
- energy above the lowest of the compared OMol25 structures with the same formula, charge and spin (kJ/mol) = 155.5

Cartesian coordinates (Å):
C (0.08005, -0.73440, 0.95454)
C (1.56369, -1.47412, -2.15180)
C (0.47329, -0.71086, -0.33978)
C (0.44448, 0.51979, -1.03819)
N (1.04618, -1.74288, -1.02809)
N (-0.15887, 1.66282, -0.54260)
N (-0.82139, 1.58392, 0.68534)
N (-0.62797, 0.33518, 1.44531)
N (-0.94031, 0.42732, 2.79437)
O (0.36822, 0.39650, -3.68537)
S (1.35963, 0.38585, -2.63292)
H (-0.05764, -1.59848, 1.68965)
H (1.84898, -2.21494, -2.85798)
H (-1.89388, 1.76750, 0.68610)
H (-0.74603, 1.29672, 3.09137)
H (-1.93843, 0.10007, 2.93005)

***

(12)
Molecular formula: C4H5NO
Method: DFT, ωB97M-V with the def2-TZVPD basis set

Calculated values
- energy above the lowest of the compared OMol25 structures with the same formula, charge and spin (kJ/mol) = 632.0

Cartesian coordinates (Å):
C (1.64632, -0.05074, 0.07619)
C (0.57442, 1.15678, -0.70116)
C (0.11601, 0.23036, 0.43438)
C (-1.07158, -1.17278, -0.31498)
N (1.93278, 1.10342, -0.43876)
O (-0.15988, 0.87646, 1.56036)
H (0.15834, 1.15044, -1.69657)
H (-1.31195, -1.85657, 0.48740)
H (-0.41316, -1.57358, -1.07081)
H (-1.72304, -0.50450, -0.77273)
H (0.25176, 0.64072, 2.43667)

***

(13)
Molecular formula: C4H5NO
Method: DFT, ωB97M-V with the def2-TZVPD basis set

Calculated values
- energy above the lowest of the compared OMol25 structures with the same formula, charge and spin (kJ/mol) = 35.5

Cartesian coordinates (Å):
O (-0.38747, 1.59934, -1.81184)
C (-0.21612, 0.87824, -0.85028)
C (-0.99936, -0.36173, -0.32980)
C (-0.10057, -0.99533, 0.65873)
C (0.98858, -0.23370, 0.84522)
N (0.78026, 0.96458, 0.11559)
H (-1.24424, -1.08652, -1.13826)
H (-2.03721, -0.03129, 0.08541)
H (-0.16095, -1.99805, 1.05867)
H (1.80674, -0.33587, 1.48813)
H (1.57034, 1.60033, -0.12157)

***

(14)
Molecular formula: C4H5NO
Method: DFT, ωB97M-V with the def2-TZVPD basis set

Calculated values
- energy above the lowest of the compared OMol25 structures with the same formula, charge and spin (kJ/mol) = 308.6

Cartesian coordinates (Å):
C (1.29502, -0.78854, -0.02056)
C (0.50456, 0.45564, -0.08549)
O (1.32239, 1.61804, 0.25524)
C (-0.80375, 0.54056, 0.01255)
C (-1.97313, 0.00571, 0.08176)
N (-3.11720, -0.43287, -0.00185)
H (2.18630, -0.63178, -0.64182)
H (1.56825, -0.90324, 0.91764)
H (0.60769, -1.62952, -0.42444)
H (2.29986, 1.55576, -0.01180)
H (-3.88997, 0.21024, -0.08123)

***

(15)
Molecular formula: C4H5NO
Method: DFT, ωB97M-V with the def2-TZVPD basis set

Calculated values
- energy above the lowest of the compared OMol25 structures with the same formula, charge and spin (kJ/mol) = 441.2

Cartesian coordinates (Å):
N (-0.87764, 1.90346, -1.36304)
C (-0.84642, 0.74097, -1.28896)
C (-0.28283, -0.51193, -0.79936)
C (0.76682, 0.30324, 0.10080)
C (0.00688, -0.46291, 1.24144)
O (-0.90429, -1.10618, 0.31287)
H (0.00775, -1.23445, -1.57736)
H (1.77064, -0.13817, -0.04652)
H (0.34395, 1.59247, -0.32707)
H (0.55956, -1.24015, 1.79454)
H (-0.54441, 0.15364, 1.95266)

***

(16)
Molecular formula: C4H5NO
Method: DFT, ωB97M-V with the def2-TZVPD basis set

Calculated values
- energy above the lowest of the compared OMol25 structures with the same formula, charge and spin (kJ/mol) = 425.0

Cartesian coordinates (Å):
N (1.62071, 1.08183, -0.79059)
C (1.20626, 1.01054, 0.40216)
O (0.14644, 0.27105, 0.75916)
C (-0.49058, -0.42072, -0.31183)
C (-1.86681, -1.59775, 1.49092)
C (-1.62438, -1.20965, 0.26952)
H (2.43141, 1.69231, -0.84830)
H (1.61526, 1.51013, 1.28416)
H (0.23362, -1.07739, -0.80647)
H (-0.84418, 0.29738, -1.05862)
H (-2.42776, -1.55772, -0.39011)

***

(17)
Molecular formula: C4H5NO
Method: DFT, ωB97M-V with the def2-TZVPD basis set

Calculated values
- energy above the lowest of the compared OMol25 structures with the same formula, charge and spin (kJ/mol) = 459.4

Cartesian coordinates (Å):
C (2.32918, -0.18155, 0.12387)
C (1.50486, -0.15177, -0.76154)
C (0.10755, 0.13220, -0.47198)
C (-0.71639, -1.03378, -0.01601)
N (-0.20304, 1.36504, -0.39337)
O (-1.48938, 1.51506, 0.11636)
H (2.84099, -0.15631, 1.05143)
H (-1.37890, -1.33575, -0.82815)
H (-0.07439, -1.87800, 0.25070)
H (-1.32296, -0.74689, 0.84614)
H (-1.59753, 2.47174, 0.08255)

***

(18)
Molecular formula: C4H5NO
Method: DFT, ωB97M-V with the def2-TZVPD basis set

Calculated values
- energy above the lowest of the compared OMol25 structures with the same formula, charge and spin (kJ/mol) = 287.2

Cartesian coordinates (Å):
C (1.18351, 0.84099, -0.32736)
C (-0.04933, 0.07603, 0.06278)
C (-0.40619, -1.17315, -0.23153)
N (-0.81981, -2.29099, -0.44225)
C (-1.17358, 0.51968, 0.85406)
O (-2.14158, -0.18638, 1.11336)
H (1.08979, 1.84006, 0.10703)
H (2.10786, 0.39940, 0.06292)
H (1.29505, 0.96226, -1.41134)
H (0.01252, -2.54707, -0.99924)
H (-1.09824, 1.55917, 1.21157)

***

(19)
Molecular formula: C4H5NO
Method: DFT, ωB97M-V with the def2-TZVPD basis set

Calculated values
- energy above the lowest of the compared OMol25 structures with the same formula, charge and spin (kJ/mol) = 207.9

Cartesian coordinates (Å):
C (2.50688, 1.06509, -1.00919)
C (2.03796, -0.06498, -0.59448)
O (1.87989, -1.19722, -0.35386)
H (3.22948, 0.79553, -1.63976)
H (1.95477, 1.97235, -0.90183)
C (-2.32328, -0.67246, 0.74402)
C (-1.06168, 0.09414, 0.74223)
N (-0.08782, 0.70383, 0.61895)
H (-3.23542, -0.07319, 0.75128)
H (-2.53772, -1.17436, 1.59217)
H (-2.36308, -1.44872, 0.05046)

***

(20)
Molecular formula: C4H5NO
Method: DFT, ωB97M-V with the def2-TZVPD basis set

Calculated values
- energy above the lowest of the compared OMol25 structures with the same formula, charge and spin (kJ/mol) = 46.4

Cartesian coordinates (Å):
C (0.59622, -1.43484, -0.16794)
C (0.70285, 0.06424, -0.04357)
O (1.72109, 0.61663, 0.28946)
C (-0.54592, 0.91860, -0.36174)
C (-1.13658, 1.38908, 0.89202)
N (-1.57375, 1.71980, 1.91076)
H (1.49287, -1.86666, 0.27970)
H (0.55497, -1.71530, -1.22684)
H (-0.30343, -1.82757, 0.31426)
H (-1.29416, 0.35921, -0.93082)
H (-0.21416, 1.77682, -0.95529)